(1)
{
  "formula": "C14H22BF9NO6",
  "method": "wB97M-V/def2-TZVPD",
  "elements": ["B", "C", "C", "N", "H", "H", "H", "H", "H", "H", "H", "C", "C", "O", "C", "O", "C", "F", "F", "F", "H", "H", "H", "H", "H", "C", "C", "O", "C", "O", "C", "F", "F", "F", "H", "H", "H", "H", "H", "C", "C", "O", "C", "O", "C", "F", "F", "F", "H", "H", "H", "H", "H"],
  "coordinates": [[0.2465, 4.0676, -1.7194], [-1.1337, 3.5492, -2.5100], [-2.2727, 4.3972, -2.1190], [-3.3509, 4.0745, -1.5109], [-0.0305, 4.3235, -0.5407], [0.6415, 5.1080, -2.2541], [1.1105, 3.2080, -1.7443], [-0.9735, 3.6581, -3.5888], [-1.3706, 2.5009, -2.2889], [-2.1462, 5.4647, -2.3320], [-3.3250, 3.0602, -1.3648], [3.3242, -2.2807, -4.5717], [3.3437, -2.5363, -3.0818], [2.8685, -1.3975, -2.3344], [1.5509, -1.2631, -2.2524], [0.7273, -1.9786, -2.7439], [1.2060, -0.0544, -1.3477], [1.9423, 1.0005, -1.6409], [1.4570, -0.4113, -0.0653], [-0.0781, 0.2408, -1.4494], [3.9026, -1.3887, -4.8125], [3.7617, -3.1331, -5.0926], [2.3054, -2.1406, -4.9293], [4.3568, -2.6875, -2.7179], [2.7435, -3.4053, -2.8136], [-4.2012, 2.6739, 1.3081], [-4.1507, 3.0070, 2.7766], [-5.4715, 3.3492, 3.2956], [-6.2588, 2.3439, 3.6024], [-6.0327, 1.1699, 3.5389], [-7.6029, 2.8858, 4.1498], [-8.0958, 3.8686, 3.3919], [-7.4256, 3.3706, 5.3912], [-8.5102, 1.9147, 4.2147], [-4.6213, 3.4977, 0.7331], [-3.1860, 2.5110, 0.9467], [-4.7878, 1.7729, 1.1273], [-3.5587, 3.9002, 2.9587], [-3.7531, 2.1897, 3.3771], [3.5042, -2.7177, 2.7018], [2.9368, -4.0742, 2.3558], [3.5059, -4.5722, 1.1170], [4.6941, -5.1388, 1.1948], [5.3568, -5.3394, 2.1700], [5.1429, -5.5613, -0.2265], [4.9224, -4.5677, -1.0935], [4.4473, -6.6330, -0.6313], [6.4340, -5.8674, -0.2492], [3.3413, -2.0154, 1.8845], [3.0043, -2.3330, 3.5907], [4.5722, -2.7810, 2.9066], [1.8702, -4.0218, 2.1535], [3.1163, -4.8082, 3.1402]],
  "mulliken_charge": [0.2955, -0.6157, 0.1122, -0.7442, -0.2113, -0.2069, -0.3110, 0.1936, 0.0569, 0.3529, 0.1891, -1.2236, -0.0472, -0.3262, 0.2502, -0.5412, 0.9553, -0.2620, -0.2797, -0.2252, 0.3133, 0.3787, 0.3276, 0.2788, 0.3064, -0.9972, -0.3273, -0.3059, 0.3507, -0.5220, 0.8973, -0.2479, -0.2625, -0.2459, 0.3930, 0.3255, 0.3048, 0.3113, 0.3145, -1.0462, -0.2505, -0.3134, 0.3444, -0.5273, 0.8976, -0.2108, -0.2620, -0.2489, 0.2550, 0.3776, 0.3300, 0.3238, 0.3262],
  "charge": -1,
  "homo_ev": -5.0
}

(2)
{
  "formula": "C14H22BNO2Tm",
  "method": "wB97M-V/def2-TZVPD",
  "elements": ["C", "C", "C", "C", "C", "Tm", "C", "C", "C", "N", "H", "H", "H", "H", "H", "H", "H", "H", "H", "H", "C", "C", "C", "O", "B", "O", "C", "C", "C", "H", "H", "H", "H", "H", "H", "H", "H", "H", "H", "H", "H"],
  "coordinates": [[1.3625, -0.9686, -3.7475], [-0.0280, -1.0155, -4.0887], [-0.7056, -1.7598, -3.0623], [0.2704, -2.1605, -2.0958], [1.5470, -1.6899, -2.5317], [0.1894, 0.4126, -2.0385], [-1.3157, 2.2153, -2.7575], [-0.0452, 2.3981, -3.1873], [0.8851, 2.8484, -4.0259], [1.9169, 1.4523, -1.8669], [-1.7699, -2.0024, -3.0470], [-0.4797, -0.6069, -4.9903], [0.0744, -2.7407, -1.1937], [2.4977, -1.8645, -2.0301], [2.1416, -0.4977, -4.3449], [-2.0622, 1.6785, -3.3698], [2.8286, 1.6438, -1.4377], [-1.7403, 2.6975, -1.8601], [0.6612, 3.4684, -4.9003], [1.9499, 2.6155, -3.9087], [1.4068, -1.0161, 2.6281], [-0.1141, -0.9595, 2.4349], [-0.7319, -2.0916, 3.2122], [-0.3988, -1.1727, 1.0443], [-0.4396, 0.1088, 0.5451], [-0.5829, 1.1365, 1.4331], [-0.7114, 0.4756, 2.6974], [-2.1965, 0.4362, 3.0698], [0.0098, 1.3217, 3.7130], [1.7555, -2.0128, 2.3268], [1.6726, -0.8807, 3.6842], [1.9463, -0.2671, 2.0283], [-0.3001, -3.0392, 2.8732], [-0.5037, -1.9765, 4.2782], [-1.8175, -2.1395, 3.0835], [-2.3149, 0.0475, 4.0884], [-2.5958, 1.4588, 3.0593], [-2.7991, -0.1793, 2.3863], [1.0714, 1.4198, 3.4661], [-0.4418, 2.3193, 3.7192], [-0.0925, 0.8870, 4.7134]],
  "mulliken_charge": [-0.1446, -0.5363, -0.5555, -0.4983, -0.4420, 0.2576, -0.8281, 0.4985, -0.8066, -0.5798, 0.3590, 0.4336, 0.4391, 0.3628, 0.2903, 0.2371, -0.0145, 0.2196, 0.2865, 0.2329, -1.9581, 1.5111, -1.8938, -0.6040, 0.6483, -0.5854, 1.8404, -2.0003, -1.8550, 0.4854, 0.3722, 0.3338, 0.4794, 0.3527, 0.3387, 0.3578, 0.4809, 0.3353, 0.3480, 0.4643, 0.3372],
  "charge": -1,
  "homo_ev": [-2.7, -3.0],
  "multiplicity": 3
}

(3)
{
  "formula": "C14H22Br2ClN2O3P",
  "method": "wB97M-V/def2-TZVPD",
  "elements": ["C", "C", "C", "C", "C", "C", "N", "C", "O", "O", "P", "O", "Cl", "C", "C", "C", "C", "C", "N", "H", "H", "H", "H", "H", "H", "H", "H", "H", "H", "H", "H", "H", "H", "H", "H", "H", "H", "Br", "C", "C", "Br", "H", "H", "H", "H"],
  "coordinates": [[2.5653, -0.8257, 2.7924], [2.4615, -0.4659, 1.2373], [1.2729, -1.3204, 0.6470], [0.9772, -0.8300, -0.8481], [-0.5588, -1.0837, -1.1126], [-1.3959, 0.2605, -1.2628], [-1.8607, 0.8062, 0.0200], [-2.2017, 2.2005, -0.0844], [-2.4297, 2.7216, -1.1360], [-2.2525, 3.0171, 1.0571], [-0.7664, 2.9843, 1.8859], [-0.8618, 4.2487, 2.9761], [0.7930, 3.5450, 0.5545], [-2.9742, 0.0515, 0.6040], [-3.6367, -1.0008, -0.1494], [-4.7350, -1.7319, 0.5069], [-5.0864, -1.2974, 1.8512], [-4.3275, -0.1995, 2.4202], [-3.2939, 0.4662, 1.8633], [1.4962, -0.9363, 3.1314], [3.0515, -1.8254, 2.9207], [3.0690, -0.0033, 3.3534], [2.2042, 0.6148, 1.0799], [3.4002, -0.7864, 0.7242], [1.5671, -2.4048, 0.6823], [0.3544, -1.2238, 1.2910], [1.3125, 0.2176, -1.0308], [1.5508, -1.5457, -1.5023], [-1.0048, -1.7000, -0.2950], [-0.7294, -1.6352, -2.0810], [-2.1891, 0.1837, -2.0605], [-0.6608, 1.0044, -1.6819], [-1.7895, 4.5527, 3.0330], [-3.3958, -1.3129, -1.1815], [-5.2592, -2.5684, -0.0145], [-5.9163, -1.8096, 2.3938], [-4.6437, 0.1360, 3.4409], [2.6391, -1.2617, -3.6529], [4.2579, -0.2233, -3.9701], [4.9942, 0.0569, -2.6863], [4.1167, 1.4565, -1.6549], [3.9563, 0.6798, -4.4958], [4.8647, -0.8389, -4.6336], [5.9929, 0.4403, -2.8937], [5.0721, -0.8135, -2.0384]],
  "mulliken_charge": [-1.1514, 0.1637, -1.0132, -0.0154, -0.7406, -1.2338, 0.8684, 0.3160, -0.5121, -0.3272, 0.4971, -0.4792, -0.2507, 0.1703, -0.2888, -0.5254, -0.3950, -0.3197, -0.3574, 0.2939, 0.3202, 0.3361, 0.0933, 0.0787, 0.2803, 0.2966, 0.1961, 0.0706, 0.5842, 0.3386, 0.4073, 0.6354, 0.3192, 0.2937, 0.3612, 0.3263, 0.3176, -0.0779, -0.5926, -0.5987, -0.1242, 0.3794, 0.3376, 0.3590, 0.3625],
  "smiles": "CCCCCCN(C(=O)OP(O)Cl)c1ccccn1.BrCCBr",
  "homo_ev": -9.0
}

(4)
{
  "formula": "C14H22BrClN2O4PdSb",
  "method": "wB97M-V/def2-TZVPD",
  "elements": ["Pd", "N", "N", "C", "O", "O", "H", "H", "H", "Cl", "C", "C", "Sb", "C", "C", "C", "C", "H", "H", "H", "H", "H", "H", "H", "H", "H", "H", "H", "H", "H", "H", "H", "Br", "C", "C", "C", "C", "C", "C", "C", "O", "O", "H", "H", "H", "H"],
  "coordinates": [[-0.3424, -0.2081, 0.4382], [-2.3910, -0.3871, 1.9767], [-3.3808, -0.5434, 0.9831], [-3.3035, 0.1608, -0.2405], [-4.3356, 0.2339, -0.8879], [-2.1696, 0.6479, -0.5271], [-2.1118, -1.2967, 2.3521], [-2.6931, 0.2384, 2.7291], [-4.3132, -0.8216, 1.2692], [1.9256, 0.0414, 1.0170], [-0.0395, 2.5493, 1.9028], [-0.2272, 3.1964, 0.5437], [0.3657, 1.9166, -1.1322], [-0.3824, 3.2715, -2.7280], [-0.8536, 4.6385, -2.2827], [2.4970, 2.5336, -1.2256], [2.8251, 4.0125, -1.3016], [-0.4177, 3.1982, 2.6954], [1.0137, 2.3393, 2.0900], [-0.5905, 1.5908, 1.9574], [0.3467, 4.1242, 0.4794], [-1.2815, 3.4184, 0.3790], [-1.1929, 2.7383, -3.2188], [0.4369, 3.3566, -3.4405], [-1.6862, 4.5414, -1.5892], [-1.1953, 5.2265, -3.1382], [-0.0509, 5.1890, -1.7972], [2.8861, 2.0300, -2.1123], [2.9690, 2.0837, -0.3543], [2.3022, 4.4922, -2.1261], [3.8967, 4.1380, -1.4646], [2.5747, 4.5250, -0.3759], [2.0506, -7.2983, -1.8062], [1.2988, -6.3540, -0.3247], [1.0893, -7.0513, 0.8532], [0.5333, -6.3858, 1.9335], [0.2003, -5.0484, 1.8285], [0.4110, -4.3692, 0.6360], [0.9658, -5.0233, -0.4582], [0.0249, -2.9158, 0.4958], [-0.2439, -2.2898, 1.5546], [-0.0258, -2.4369, -0.6514], [1.3616, -8.0938, 0.9269], [0.3598, -6.9152, 2.8594], [-0.2259, -4.5125, 2.6632], [1.1212, -4.4805, -1.3793]],
  "mulliken_charge": [0.1384, -0.4714, -0.1438, 0.4840, -0.7473, -0.3685, 0.2441, 0.2288, 0.2044, -0.5070, -1.0095, -0.6287, 0.6634, -0.8495, -0.9795, -0.7761, -0.9802, 0.4174, 0.3499, 0.1297, 0.4564, 0.2905, 0.4779, 0.3759, 0.2823, 0.3669, 0.2432, 0.4442, 0.3563, 0.1849, 0.4061, 0.2575, -0.2409, 0.1417, -0.3854, -0.4975, -0.4522, 0.1772, -0.3863, 1.1207, -0.8512, -0.7824, 0.3874, 0.3730, 0.3592, 0.4959],
  "de_lowest_kj_mol": 188.5,
  "charge": -1,
  "homo_ev": [-5.2, -5.2]
}